No. 1
Density functional theory data (the ωB97M-V functional and the def2-TZVPD basis) for a cluster of 9 separate species, C33H62BBrN2O10 in total.

```
109
Properties=species:S:1:pos:R:3:forces:R:3:mulliken_charge:R:1
C 8.219 0.411 0.348 0.0 0.1 -0.1 -0.65
O 6.952 -0.175 0.561 0.0 -0.1 0.0 -0.28
C 6.024 0.218 -0.416 -0.1 0.0 0.0 -0.76
C 4.722 -0.534 -0.196 -0.2 0.0 -0.2 -0.52
C 3.584 0.173 -0.933 0.2 -0.1 0.1 -0.73
C 2.245 -0.583 -0.983 0.0 0.1 -0.3 0.90
Br 1.813 -1.401 0.745 -0.1 0.0 0.1 -0.03
C 2.364 -1.677 -1.956 0.1 0.0 0.2 -0.06
N 2.489 -2.503 -2.742 0.0 -0.1 -0.1 -0.56
C 1.027 0.306 -1.407 0.3 0.0 -0.1 0.23
C 1.459 1.249 -2.439 -0.2 -0.4 0.2 -0.11
N 1.818 2.020 -3.208 0.1 0.3 -0.2 -0.62
B 0.344 1.115 -0.170 -0.1 -0.1 0.1 0.53
C -1.093 0.759 0.313 0.2 -0.1 0.1 -0.62
O 1.016 2.143 0.418 -0.2 0.0 -0.2 -0.73
H 8.890 0.042 1.121 0.0 0.0 0.0 0.24
H 8.157 1.507 0.404 0.0 -0.1 0.0 0.31
H 8.627 0.134 -0.630 0.0 0.0 0.1 0.24
H 6.416 0.011 -1.423 0.0 0.0 0.0 0.38
H 5.846 1.306 -0.358 0.0 -0.1 0.0 0.37
H 4.518 -0.598 0.873 0.0 0.0 0.0 0.39
H 4.815 -1.554 -0.585 0.0 0.0 0.1 0.26
H 3.896 0.316 -1.973 -0.1 0.1 0.0 0.41
H 3.431 1.169 -0.508 -0.1 -0.1 0.1 0.19
H 0.281 -0.361 -1.848 -0.1 0.1 0.0 0.25
H -1.789 1.536 -0.023 0.0 0.0 0.1 0.27
H -1.438 -0.210 -0.053 0.0 0.1 0.0 0.34
H -1.112 0.748 1.406 -0.2 0.1 -0.1 0.02
H 1.801 2.432 -0.057 0.1 0.0 0.1 0.36
C 0.081 -0.884 -6.186 0.0 0.1 0.1 -1.19
C -0.767 -1.638 -5.192 0.0 0.0 0.0 1.00
O -1.333 -1.068 -4.285 0.0 0.0 0.0 -0.60
C -0.866 -3.131 -5.374 0.0 0.0 0.2 -1.16
H 0.077 0.178 -5.948 0.0 0.0 0.0 0.30
H 1.105 -1.260 -6.155 0.0 0.0 0.0 0.32
H -0.300 -1.037 -7.197 0.0 0.0 0.0 0.38
H 0.130 -3.574 -5.322 0.0 0.0 -0.1 0.38
H -1.295 -3.374 -6.347 0.1 0.0 0.0 0.29
H -1.494 -3.558 -4.597 0.0 0.0 0.0 0.27
C 0.818 1.539 5.129 0.0 -0.1 -0.1 -1.18
C -0.452 1.336 4.344 0.0 0.1 -0.1 0.99
O -0.565 0.435 3.542 0.1 -0.1 0.1 -0.60
C -1.582 2.307 4.578 0.0 -0.1 -0.1 -0.76
H 1.556 0.790 4.855 0.0 0.0 0.0 0.12
H 1.227 2.531 4.931 0.0 0.0 0.0 0.38
H 0.613 1.474 6.200 0.0 0.1 0.0 0.38
H -1.243 3.326 4.378 0.0 0.0 0.1 0.37
H -1.910 2.258 5.619 0.0 0.0 0.0 0.35
H -2.402 2.065 3.907 0.0 0.1 0.1 -0.05
C 12.175 -1.598 -2.681 0.0 0.1 0.1 -1.11
C 10.915 -2.218 -2.125 0.0 0.0 0.0 0.84
O 10.326 -1.730 -1.190 0.0 0.0 0.0 -0.52
C 10.429 -3.479 -2.798 -0.1 0.0 0.1 -1.11
H 12.424 -0.701 -2.118 0.0 0.0 0.0 0.28
H 13.000 -2.310 -2.621 0.0 0.0 0.0 0.33
H 12.034 -1.344 -3.733 0.0 0.0 0.0 0.33
H 11.197 -4.252 -2.742 0.0 0.0 0.0 0.34
H 10.231 -3.286 -3.854 0.0 0.0 0.0 0.33
H 9.521 -3.828 -2.314 0.0 0.0 0.0 0.29
C -6.410 2.187 2.412 0.0 0.1 0.0 -1.00
C -5.052 1.601 2.130 0.0 0.0 0.0 0.96
O -4.035 2.236 2.315 -0.1 0.1 0.0 -0.63
C -5.021 0.190 1.609 0.2 0.0 0.0 -0.84
H -6.300 3.208 2.773 0.0 0.0 0.0 0.23
H -7.017 2.174 1.505 0.0 -0.1 0.0 0.23
H -6.925 1.596 3.170 0.0 0.0 0.0 0.30
H -5.540 0.151 0.650 -0.1 0.0 0.1 0.22
H -5.528 -0.476 2.310 -0.1 0.0 -0.1 0.36
H -3.989 -0.132 1.481 0.0 0.0 0.0 0.13
C -8.260 2.406 -2.381 0.0 0.0 0.1 -1.21
C -6.958 1.769 -1.961 0.1 0.0 0.0 0.86
O -6.886 1.061 -0.983 -0.1 0.1 0.0 -0.54
C -5.751 2.057 -2.818 0.0 -0.1 0.1 -1.09
H -9.050 2.125 -1.690 0.0 0.0 0.0 0.31
H -8.154 3.493 -2.398 0.0 0.0 0.0 0.33
H -8.523 2.085 -3.391 0.0 0.0 0.0 0.36
H -5.563 3.132 -2.848 0.0 0.0 0.0 0.34
H -5.932 1.726 -3.842 0.0 0.0 0.0 0.34
H -4.880 1.545 -2.418 0.0 0.0 0.0 0.26
C -4.507 -4.116 -7.842 0.1 -0.1 0.0 -1.20
C -4.521 -4.080 -6.332 0.0 0.0 0.0 0.92
O -3.741 -4.727 -5.674 0.0 0.0 0.0 -0.54
C -5.551 -3.186 -5.686 0.0 0.0 0.1 -1.16
H -3.726 -4.788 -8.188 0.0 0.0 0.0 0.30
H -5.474 -4.455 -8.217 0.0 0.0 0.0 0.41
H -4.333 -3.113 -8.238 0.0 0.0 0.0 0.31
H -6.555 -3.493 -5.987 0.0 0.0 0.0 0.37
H -5.407 -2.155 -6.014 0.0 0.0 0.0 0.31
H -5.459 -3.241 -4.604 0.0 0.0 0.0 0.30
C -5.333 3.439 6.632 0.0 -0.1 0.0 -1.14
C -6.712 3.538 6.025 0.1 0.0 0.0 0.91
O -7.273 2.572 5.566 0.0 0.0 0.0 -0.54
C -7.346 4.908 6.008 -0.1 -0.1 0.0 -1.22
H -4.984 2.410 6.583 0.0 0.0 0.0 0.27
H -4.641 4.086 6.090 0.0 0.0 0.0 0.30
H -5.356 3.772 7.671 0.0 0.0 0.0 0.43
H -6.715 5.603 5.451 0.0 0.0 0.0 0.32
H -7.440 5.291 7.026 0.0 0.0 0.0 0.38
H -8.328 4.854 5.545 0.0 0.0 0.0 0.31
C 2.775 -2.120 5.671 0.0 0.1 0.0 -0.83
C 4.019 -1.290 5.883 0.0 0.0 0.0 0.92
O 4.015 -0.090 5.744 0.0 0.0 0.0 -0.54
C 5.269 -2.038 6.281 0.0 0.1 0.0 -1.23
H 1.947 -1.480 5.377 0.0 0.0 0.0 0.08
H 2.950 -2.866 4.894 0.0 0.0 0.0 0.30
H 2.517 -2.648 6.591 0.0 -0.1 0.0 0.34
H 5.524 -2.772 5.515 0.0 0.0 0.0 0.32
H 5.100 -2.578 7.215 0.0 0.0 0.0 0.33
H 6.092 -1.339 6.405 0.0 0.0 0.0 0.32
```
Forces are in eV/Å.

Total energy ... -129401.096 eV
Charge ... 0
E_LUMO ... 0.0197 Eh
Spin multiplicity ... 1
Orbital gap ... 9.63 eV
Highest occupied orbital energy ... -9.094 eV

No. 2
Density functional theory data (the ωB97M-V functional and the def2-TZVPD basis) for a structure of composition C33H63As3IrN3Sb in a non-equilibrium geometry.

```
104
Properties=species:S:1:pos:R:3:forces:R:3:mulliken_spin:R:1
Ir -0.331 0.156 0.173 -0.5 -1.6 -0.7 0.00
C 3.509 -0.575 0.905 0.0 -0.1 -0.1 0.00
As 2.151 0.438 -0.052 0.1 0.1 0.3 0.00
C 2.773 0.348 -1.889 0.0 0.1 0.0 0.00
C 2.798 2.170 0.626 -0.1 0.0 0.0 0.02
C 2.384 3.555 0.103 0.1 0.1 0.0 -0.05
C 3.173 4.570 0.954 0.0 0.0 0.0 0.05
C 0.899 3.823 0.352 -0.1 0.1 -0.1 0.01
As -0.490 2.614 -0.303 0.1 0.3 0.5 0.00
C -1.978 3.368 0.678 -0.1 0.0 -0.1 0.00
C -0.867 3.173 -2.122 0.0 -0.1 0.0 0.00
C 2.794 3.727 -1.380 0.0 0.1 0.0 0.10
As 3.202 5.556 -1.993 -0.1 -0.1 -0.1 0.78
C 1.650 6.541 -2.562 0.0 0.0 0.0 0.03
C 4.458 5.460 -3.443 0.0 0.0 0.0 0.03
H 4.475 -0.175 0.599 0.0 0.0 0.0 0.00
H 3.474 -1.634 0.673 0.0 0.0 0.0 0.00
H 3.411 -0.443 1.981 0.0 0.0 0.0 0.00
H 3.755 0.816 -1.941 0.0 0.0 0.0 0.00
H 2.085 0.845 -2.572 0.0 0.0 0.0 0.00
H 2.869 -0.692 -2.186 0.0 0.0 0.0 0.00
H 3.886 2.090 0.570 0.0 -0.1 0.0 0.00
H 2.546 2.127 1.691 0.0 0.0 0.0 0.00
H 3.045 4.376 2.019 0.0 0.0 0.0 0.01
H 2.828 5.593 0.776 0.0 0.0 0.0 -0.04
H 4.243 4.522 0.738 0.0 0.0 0.0 0.00
H 0.626 4.816 -0.019 0.0 0.0 0.0 0.00
H 0.724 3.849 1.432 0.0 0.0 0.0 0.00
H -1.951 4.455 0.605 0.0 0.0 0.0 0.00
H -1.911 3.077 1.725 0.0 0.0 0.0 0.00
H -2.917 3.015 0.255 0.0 0.0 0.0 0.00
H -0.903 4.262 -2.138 0.0 0.0 0.0 0.00
H -1.842 2.789 -2.416 0.0 0.0 0.0 0.00
H -0.121 2.810 -2.827 0.0 0.0 0.0 0.00
H 2.053 3.341 -2.087 0.0 0.0 0.0 -0.01
H 3.736 3.207 -1.569 0.0 0.0 0.0 -0.01
H 0.927 6.638 -1.756 0.0 0.0 0.0 0.00
H 1.220 6.015 -3.417 0.0 0.0 0.0 0.03
H 1.977 7.531 -2.876 0.0 0.0 0.0 0.00
H 5.398 5.033 -3.101 0.0 0.0 0.0 0.00
H 4.623 6.468 -3.822 0.0 0.0 0.0 0.00
H 4.015 4.838 -4.224 0.0 0.0 0.0 0.04
N -2.958 0.401 2.183 0.0 0.1 0.0 0.00
C -3.316 0.445 0.856 0.0 -0.1 0.0 0.00
C -4.652 0.725 0.534 0.0 0.0 0.0 0.00
C -5.024 0.798 -0.784 0.0 0.0 0.0 0.00
C -4.062 0.571 -1.779 0.0 0.0 0.0 0.00
C -2.788 0.277 -1.384 0.0 0.0 0.0 0.00
N -2.406 0.207 -0.082 0.0 0.4 -0.2 0.00
C -1.741 0.308 2.823 0.0 -0.1 0.0 0.00
C -1.785 0.431 4.223 0.0 -0.1 0.0 0.00
C -0.641 0.366 4.970 0.0 0.0 0.0 0.00
C 0.572 0.165 4.305 0.0 0.0 0.0 0.00
C 0.554 0.051 2.948 0.0 0.0 0.0 0.00
N -0.574 0.113 2.184 0.1 0.7 0.0 0.00
H -3.728 0.560 2.818 0.0 0.0 0.0 0.00
H -5.371 0.889 1.327 0.0 0.0 0.0 0.00
H -6.047 1.029 -1.050 0.0 0.0 0.0 0.00
H -4.315 0.609 -2.829 0.0 0.0 0.0 0.00
H -2.009 0.063 -2.111 0.0 0.0 0.0 0.00
H -2.746 0.583 4.699 0.0 0.0 0.0 0.00
H -0.681 0.472 6.046 0.0 0.0 0.0 0.00
H 1.509 0.089 4.838 0.0 0.0 0.0 0.00
H 1.461 -0.132 2.404 0.0 0.0 0.0 0.00
C -2.668 -5.071 -0.336 -0.2 0.0 0.0 0.00
C -2.752 -3.550 -0.357 0.5 0.2 0.1 0.00
C -3.681 -3.039 0.735 -0.1 -0.1 -0.1 0.00
C -3.174 -3.058 -1.732 -0.1 -0.2 0.0 0.00
Sb -0.680 -2.778 0.073 0.3 0.8 0.4 0.00
C 0.534 -3.099 -1.727 -0.3 -0.3 0.2 0.00
C 2.005 -3.074 -1.353 0.0 0.0 -0.1 0.00
C 0.164 -1.926 -2.637 0.0 -0.1 -0.1 0.00
C 0.209 -4.438 -2.384 0.0 0.1 -0.2 0.00
C 0.138 -3.706 1.920 -0.2 -0.1 -0.4 0.00
C 1.575 -3.233 2.071 0.0 0.0 0.2 0.00
C 0.089 -5.227 1.799 0.2 0.0 0.1 0.00
C -0.728 -3.234 3.083 0.0 -0.1 0.0 0.00
H -3.661 -5.454 -0.598 0.0 0.0 0.0 0.00
H -2.432 -5.468 0.646 0.0 0.0 0.0 0.00
H -1.972 -5.477 -1.068 0.0 0.0 0.0 0.00
H -4.698 -3.368 0.501 0.0 0.0 0.0 0.00
H -3.696 -1.953 0.791 0.0 0.0 0.0 0.00
H -3.435 -3.446 1.714 0.0 0.0 0.0 0.00
H -4.201 -3.395 -1.908 0.0 0.0 0.0 0.00
H -2.569 -3.476 -2.533 0.0 0.0 0.0 0.00
H -3.176 -1.976 -1.812 0.0 0.0 0.0 0.00
H 2.264 -2.177 -0.798 0.0 0.0 0.1 0.00
H 2.608 -3.102 -2.267 0.0 0.0 0.0 0.00
H 2.290 -3.944 -0.763 0.0 0.0 0.0 0.00
H 0.402 -0.956 -2.162 0.0 0.0 0.0 0.00
H -0.892 -1.929 -2.911 0.0 0.0 0.0 0.00
H 0.740 -1.980 -3.567 0.0 0.1 0.0 0.00
H 0.416 -5.279 -1.720 0.0 0.0 0.0 0.00
H 0.848 -4.562 -3.264 0.0 0.0 0.0 0.00
H -0.820 -4.508 -2.731 0.0 0.0 0.0 0.00
H 2.240 -3.680 1.335 0.0 0.0 0.0 0.00
H 1.939 -3.537 3.057 0.0 0.0 0.0 0.00
H 1.652 -2.148 2.010 0.0 0.0 0.0 0.00
H 0.613 -5.600 0.917 0.0 0.0 0.0 0.00
H -0.925 -5.615 1.801 0.0 0.0 0.0 0.00
H 0.591 -5.656 2.672 0.0 0.0 0.0 0.00
H -0.724 -2.152 3.198 0.0 0.0 0.0 0.00
H -0.324 -3.663 4.006 0.0 0.0 0.0 0.00
H -1.758 -3.578 3.000 0.0 0.0 0.0 0.00
```
Forces are in eV/Å.

Total energy ... -231568.525 eV
Charge ... +4
E_LUMO (spin up / spin down) ... -0.4421 / -0.4568 Eh
Spin multiplicity ... 2
⟨S²⟩ ... 0.7517
Orbital gap (spin up / spin down) ... 6.23 / 5.84 eV
Highest occupied orbital energy (spin up / spin down) ... -18.264 / -18.264 eV